1.
This record from the OMol25 dataset describes C16H20BeF12N3NaO17 as an isolated structure at a distorted geometry. The level of theory is ωB97M-V/def2-TZVPD.

Properties
* highest occupied orbital energy: -9.29 eV
* E_LUMO: -5.6 eV
* charge: 0
* Kohn-Sham gap: 3.7 eV
* calculated total energy: -3439.9638 a.u.
* maximum force: 8.61 eV/A

Each line ends with the Mulliken charge.
CARTESIAN COORDINATES (ANGSTROEM)
Na: -1.263 0.478 1.150  1.034
Be: -5.748 0.055 1.495  1.256
N: -3.211 2.615 2.750  0.893
O: -4.036 1.723 3.001  -0.589
O: -2.106 2.383 2.253  -0.527
O: -3.548 3.825 2.893  -0.647
N: -3.568 -2.065 2.243  1.058
O: -2.979 -3.129 2.469  -0.615
O: -4.630 -1.823 2.715  -0.671
O: -3.129 -1.150 1.578  -0.337
N: -3.425 1.633 -0.925  0.489
O: -3.832 2.524 -1.610  -0.619
O: -2.261 1.240 -1.005  -0.186
O: -4.221 1.201 -0.110  -0.415
C: 1.701 -4.485 1.010  -1.175
C: 0.233 -4.090 1.067  0.124
O: -0.151 -3.553 -0.238  -0.295
C: -0.486 -2.246 -0.504  0.215
O: -0.007 -1.306 0.073  -0.149
C: -1.470 -2.013 -1.681  0.599
F: -0.870 -1.324 -2.607  -0.177
F: -1.779 -3.209 -2.282  -0.328
F: -2.553 -1.446 -1.327  -0.182
H: 1.904 -4.913 1.992  0.375
H: 2.294 -3.580 0.881  0.237
H: 2.048 -5.050 0.145  0.352
H: -0.090 -3.363 1.812  0.002
H: -0.335 -4.964 1.387  0.346
C: -0.216 5.445 -0.846  -1.430
C: -0.388 3.878 -0.915  0.223
O: 0.922 3.216 -1.163  -0.332
C: 1.462 2.226 -0.293  0.530
O: 0.787 1.778 0.621  -0.588
C: 2.720 1.626 -0.674  0.766
F: 3.333 2.184 -1.754  -0.268
F: 3.636 1.550 0.348  -0.259
F: 2.571 0.322 -0.854  -0.140
H: 0.059 5.802 -1.838  0.337
H: 0.536 5.642 -0.082  0.366
H: -1.183 5.796 -0.485  0.406
H: -1.052 3.733 -1.767  0.293
H: -0.691 3.498 0.060  0.070
C: 2.734 0.381 3.088  -0.688
C: 2.340 -0.836 4.020  -0.259
O: 1.183 -0.429 4.808  -0.346
C: -0.017 -0.351 4.261  0.214
O: -0.340 -0.639 3.065  -0.325
C: -1.185 0.032 5.232  0.830
F: -2.163 -0.862 5.097  -0.224
F: -0.780 0.101 6.481  -0.249
F: -1.603 1.287 4.886  -0.247
H: 3.715 0.358 2.613  0.475
H: 2.683 1.355 3.574  0.346
H: 2.046 0.325 2.245  -0.128
H: 3.093 -0.976 4.795  0.296
H: 2.106 -1.756 3.484  0.228
C: 1.073 1.759 -4.549  -1.298
C: 1.453 0.379 -3.992  0.490
O: 1.315 -0.620 -4.973  -0.302
C: 1.831 -1.905 -4.659  0.485
O: 2.175 -2.230 -3.497  -0.531
C: 1.764 -2.946 -5.804  0.761
F: 0.779 -2.738 -6.635  -0.235
F: 2.952 -2.926 -6.420  -0.250
F: 1.578 -4.155 -5.290  -0.231
H: 1.148 1.709 -5.635  0.378
H: 1.656 2.613 -4.202  0.317
H: 0.050 1.985 -4.248  0.275
H: 0.951 0.062 -3.078  -0.141
H: 2.488 0.360 -3.651  0.318

---

2.
This record from the OMol25 dataset describes a 5-piece molecular cluster, C5H20N6O12P2 overall at a distorted geometry. The level of theory is ωB97M-V/def2-TZVPD.

Properties
* highest occupied orbital energy: -8.74 eV
* E_LUMO: -0.5 eV
* charge: 0
* Kohn-Sham gap: 8.2 eV
* structure (SMILES): N=P(O)(O)P(N)COO.C[N+](=O)[O-].C[N+](=O)[O-].C[N+](=O)[O-].C[N+](=O)[O-]
* calculated total energy: -2116.1045 a.u.
* maximum force: 5.15 eV/A

Each line ends with the Mulliken charge.
CARTESIAN COORDINATES (ANGSTROEM)
N: 1.922 2.849 0.928  -0.571
P: 2.349 3.073 -0.620  0.783
O: 3.473 1.830 -1.118  -0.543
O: 3.083 4.663 -0.683  -0.475
P: 0.536 3.179 -1.862  -0.006
N: -0.375 4.559 -1.183  -0.521
C: -0.391 1.520 -1.681  -0.382
O: -0.777 1.210 -0.268  -0.161
O: -1.753 2.054 0.048  -0.394
H: 0.889 2.699 1.031  0.126
H: 3.135 0.925 -0.825  0.345
H: 3.081 4.899 -1.679  0.347
H: -1.276 4.732 -1.678  0.295
H: -0.494 4.474 -0.147  0.269
H: 0.359 0.664 -2.031  0.219
H: -1.339 1.407 -2.387  0.377
H: -1.332 2.616 0.779  0.305
C: -0.988 -2.147 1.149  -0.117
N: 0.232 -2.993 1.052  0.851
O: 1.183 -2.543 0.404  -0.500
O: 0.200 -4.086 1.630  -0.533
H: -0.820 -1.220 0.597  -0.027
H: -1.816 -2.711 0.713  0.088
H: -1.163 -1.940 2.207  0.286
C: 3.099 4.271 4.398  -0.612
N: 1.701 4.323 4.906  0.806
O: 1.471 5.084 5.853  -0.517
O: 0.875 3.598 4.340  -0.491
H: 3.714 4.955 4.986  0.323
H: 3.452 3.244 4.509  0.247
H: 3.079 4.573 3.349  0.225
C: -5.332 -3.451 -1.530  -0.736
N: -3.929 -3.119 -1.163  0.857
O: -3.472 -3.645 -0.141  -0.562
O: -3.326 -2.341 -1.910  -0.479
H: -5.738 -4.142 -0.789  0.307
H: -5.900 -2.518 -1.539  0.290
H: -5.313 -3.913 -2.519  0.291
C: 1.270 -5.362 -1.829  -0.592
N: 0.887 -5.066 -3.235  0.860
O: 1.580 -4.247 -3.850  -0.511
O: -0.099 -5.664 -3.682  -0.517
H: 2.149 -4.769 -1.569  0.295
H: 0.423 -5.094 -1.193  0.181
H: 1.492 -6.429 -1.765  0.279

---

3.
This record from the OMol25 dataset describes a 2-piece molecular cluster, C30H28ClN3O3S overall at a distorted geometry. The level of theory is ωB97M-V/def2-TZVPD.

Properties
* highest occupied orbital energy: -4.65 eV
* E_LUMO: -2.1 eV
* charge: 0
* Kohn-Sham gap: 2.6 eV
* calculated total energy: -2408.1673 a.u.
* maximum force: 3.67 eV/A

Each line ends with the Mulliken charge.
CARTESIAN COORDINATES (ANGSTROEM)
N: -6.401 0.304 3.597  -0.536
C: -5.263 0.313 3.368  0.079
C: -3.889 0.317 3.082  0.499
C: -3.177 -0.876 3.039  -0.729
C: -1.834 -0.877 2.730  -0.171
C: -1.189 0.308 2.464  -0.151
S: 0.550 0.295 2.010  1.032
C: 1.400 0.289 3.580  -0.682
Cl: 3.007 -0.266 3.589  -0.145
O: 0.819 -1.046 1.373  -0.666
O: 0.776 1.646 1.376  -0.658
C: -1.879 1.498 2.509  -0.294
C: -3.224 1.506 2.816  -0.642
H: -3.694 -1.802 3.233  0.432
H: -1.284 -1.803 2.659  0.444
H: 0.950 0.654 4.475  0.390
H: -1.365 2.415 2.266  0.452
H: -3.776 2.433 2.834  0.435
C: 4.754 -8.244 7.404  -1.487
C: 5.188 -6.818 7.410  0.877
C: 6.340 -6.441 6.735  -0.918
C: 6.777 -5.127 6.732  1.621
C: 8.016 -4.754 6.004  -1.908
C: 6.032 -4.155 7.411  -0.722
N: 6.526 -2.803 7.501  0.813
C: 6.558 -1.815 6.531  0.139
C: 6.001 -1.960 5.197  0.281
C: 6.483 -1.107 4.158  -0.639
C: 5.904 -1.029 2.938  -0.500
C: 6.325 -0.103 1.924  0.458
C: 5.449 0.263 0.888  -0.337
C: 5.788 1.260 0.003  -0.712
C: 7.011 1.898 0.107  -0.312
C: 7.907 1.520 1.088  -0.691
C: 7.576 0.534 1.983  -0.385
O: 5.128 -2.809 4.965  -0.611
N: 7.184 -0.711 7.085  0.165
C: 7.362 0.644 6.546  -1.088
C: 7.550 -1.034 8.381  -0.708
C: 7.163 -2.306 8.633  -0.401
C: 4.852 -4.513 8.074  0.755
C: 4.065 -3.485 8.807  -1.589
C: 4.455 -5.840 8.072  -1.018
H: 3.893 -8.403 8.055  0.366
H: 4.477 -8.561 6.397  0.327
H: 5.556 -8.897 7.754  0.358
H: 6.919 -7.188 6.220  0.495
H: 8.447 -3.838 6.409  0.313
H: 8.762 -5.544 6.083  0.542
H: 7.806 -4.585 4.948  0.317
H: 7.328 -0.482 4.374  0.324
H: 5.037 -1.639 2.760  1.047
H: 4.486 -0.213 0.820  0.450
H: 5.089 1.562 -0.759  0.417
H: 7.265 2.695 -0.573  0.386
H: 8.864 2.009 1.161  0.381
H: 8.292 0.234 2.726  0.439
H: 7.303 1.370 7.356  0.374
H: 8.339 0.743 6.075  0.346
H: 6.583 0.891 5.826  0.493
H: 8.075 -0.381 9.058  0.475
H: 7.334 -2.865 9.537  0.522
H: 3.033 -3.805 8.956  0.452
H: 4.503 -3.290 9.786  0.309
H: 4.044 -2.548 8.250  0.310
H: 3.564 -6.125 8.605  0.386

---

4.
This record from the OMol25 dataset describes a 5-piece molecular cluster, C18H35NO13S4 overall at a distorted geometry. The level of theory is ωB97M-V/def2-TZVPD.

Properties
* highest occupied orbital energy: -9.96 eV
* E_LUMO: -0.1 eV
* charge: 0
* Kohn-Sham gap: 9.9 eV
* structure (SMILES): O=S1(=O)CCCC1.O=S1(=O)CCCC1.O=S1(=O)CCCC1.O=S1(=O)CCCC1.O=NOCOC(=O)O
* calculated total energy: -3332.3184 a.u.
* maximum force: 2.94 eV/A

Each line ends with the Mulliken charge.
CARTESIAN COORDINATES (ANGSTROEM)
O: -0.711 4.140 -4.460  -0.706
S: -0.020 3.007 -3.900  0.993
O: -0.499 2.337 -2.708  -0.639
C: 0.234 1.798 -5.193  -0.724
C: 1.573 2.188 -5.810  -0.625
C: 2.493 2.524 -4.628  -0.718
C: 1.704 3.427 -3.676  0.396
H: -0.596 1.831 -5.895  0.398
H: 0.288 0.815 -4.723  0.344
H: 1.979 1.384 -6.424  0.366
H: 1.450 3.068 -6.446  0.295
H: 2.773 1.602 -4.112  0.293
H: 3.412 3.008 -4.954  0.359
H: 1.977 3.257 -2.636  -0.618
H: 1.826 4.479 -3.927  0.444
O: -1.141 -1.906 2.458  -0.572
S: -0.317 -2.986 2.931  1.253
O: -0.088 -4.169 2.137  -0.755
C: 1.256 -2.313 3.450  -0.627
C: 1.046 -1.950 4.916  -0.594
C: 0.268 -3.121 5.530  -0.641
C: -0.876 -3.464 4.569  -0.728
H: 1.513 -1.460 2.825  0.263
H: 2.005 -3.098 3.341  0.351
H: 1.994 -1.783 5.426  0.366
H: 0.455 -1.034 4.993  0.297
H: 0.932 -3.983 5.635  0.297
H: -0.111 -2.878 6.521  0.324
H: -1.105 -4.527 4.571  0.370
H: -1.775 -2.892 4.794  0.390
O: 3.665 3.165 -1.466  -0.735
S: 3.114 3.770 -0.277  1.439
O: 1.888 4.527 -0.304  -0.725
C: 3.005 2.518 0.993  -0.534
C: 4.361 2.570 1.689  -0.742
C: 4.693 4.059 1.851  -0.599
C: 4.403 4.741 0.509  -0.837
H: 2.787 1.554 0.539  0.284
H: 2.201 2.804 1.670  0.393
H: 4.337 2.054 2.648  0.379
H: 5.119 2.089 1.066  0.336
H: 4.058 4.490 2.628  0.292
H: 5.728 4.212 2.153  0.338
H: 4.051 5.761 0.639  0.349
H: 5.275 4.730 -0.144  0.361
O: -5.099 -1.930 -0.376  -0.639
S: -4.778 -3.024 -1.261  1.203
O: -5.112 -2.991 -2.661  -0.699
C: -3.040 -3.411 -1.078  -0.170
C: -2.995 -4.427 0.057  -0.339
C: -4.160 -5.392 -0.202  -0.749
C: -5.395 -4.545 -0.534  -0.710
H: -2.480 -2.502 -0.865  -0.196
H: -2.699 -3.849 -2.016  0.363
H: -2.038 -4.945 0.091  0.386
H: -3.139 -3.922 1.015  0.146
H: -3.916 -6.036 -1.051  0.336
H: -4.346 -6.038 0.655  0.345
H: -6.049 -5.040 -1.247  0.381
H: -5.955 -4.284 0.363  0.374
O: -0.537 -0.886 -0.523  -0.326
N: -0.437 -0.283 0.472  0.390
O: 0.157 0.991 0.237  -0.302
C: -0.899 1.917 -0.110  -0.477
O: -1.985 1.781 0.804  -0.290
C: -3.160 1.532 0.196  0.712
O: -3.638 2.165 -0.652  -0.419
O: -3.794 0.454 0.727  -0.406
H: -0.465 2.903 0.051  0.250
H: -1.165 1.765 -1.172  0.770
H: -3.500 -0.350 0.278  0.217